Molecular formula: C68H57BiN2O7P2S
Method: DFT, ωB97M-V with the def2-TZVPD basis set

Structure (XYZ):
```
138
C68H57BiN2O7P2S (ωB97M-V with the def2-TZVPD basis set)
Bi 0.19632 -0.13416 -2.64761
S -0.38804 -1.23951 2.04365
P -3.06998 -0.40373 0.76951
P 1.26643 1.35361 1.67043
O 0.15559 -5.18800 -0.27970
O -0.51838 -0.25531 3.19128
O -1.90104 2.24519 -2.80175
O 3.29894 -2.19724 -5.41072
O 5.13210 -4.22854 -1.16016
O -0.34326 -3.01560 -0.04360
O 1.22119 -1.55999 -4.82026
N 1.42008 -2.99031 -2.51621
N -1.83904 3.61855 -4.59563
C -5.19375 1.34245 -2.95558
C 0.50649 4.69558 4.04702
C -1.71115 -4.54415 4.05405
C 1.64171 1.70140 -5.45054
C -4.90407 -4.13064 0.56754
C 2.50623 -2.80873 -3.26709
C 0.98926 4.07050 -2.78647
C 4.37439 0.34191 4.19046
C 1.66133 1.28304 -2.95965
C -6.54946 0.31689 2.92231
C 3.64984 4.14546 -0.25286
C 2.73142 -3.86887 2.70263
C 1.52369 -3.28673 2.25430
C -3.47719 -6.31951 3.28617
C -4.63496 0.07840 -3.04897
C 2.14749 2.17844 -4.07581
C 3.29155 1.01464 3.57564
C -0.87840 2.61594 2.85572
C -3.14402 -4.23693 2.17025
C 3.77500 -3.19578 -2.86481
C -1.44980 -2.61490 2.56784
C 4.45907 -1.00802 4.02820
C -3.37479 -2.22407 0.87936
C 0.50624 2.68634 2.69536
C -0.86812 4.60049 4.21393
C 2.66470 2.23388 0.85692
C 3.68952 2.11941 -4.10479
C 3.90533 -3.82580 -1.64005
C 5.53387 -2.00036 4.41172
C 0.31192 -3.97293 -0.52108
C 4.83706 2.06468 -0.19999
C -5.68140 0.01798 1.88497
C -6.04828 0.63493 4.18079
C -3.80582 0.36102 3.34467
C -4.47693 -2.81054 0.29858
C -3.95715 0.16669 -0.73067
C 2.77999 -4.08442 -0.88191
C 3.79012 1.48605 0.49635
C 2.28427 0.38484 2.88345
C 1.18473 3.74905 3.29076
C 1.54792 -3.64282 -1.35803
C 4.77883 3.40512 -0.56273
C -4.01246 -0.50064 -1.94982
C -4.48400 1.46040 -0.66424
C 1.73176 3.64840 -3.88498
C 4.98558 -3.37971 3.94881
C -1.83949 1.20406 -4.96973
C -2.68551 -5.03374 3.23902
C -1.84321 2.37446 -4.00906
C 2.59930 3.56168 0.44497
C -4.67859 0.65106 4.38907
C -1.09281 -3.32769 3.68217
C 2.32459 -2.12573 -4.63845
C -4.30049 0.04270 2.08242
C 1.25961 -1.94332 2.36540
C -2.61939 -2.98055 1.83090
C -4.48566 -6.20709 2.10884
C -1.27640 -0.09549 -4.40904
C 2.26547 -1.05087 2.85681
C -5.10293 2.03920 -1.75717
C 0.96729 6.34644 -3.58999
C 3.40858 -1.68388 3.37721
C -1.55972 3.55909 3.61122
C 2.08556 4.61395 -4.83320
C 0.61363 5.40149 -2.63703
C 1.70836 5.94220 -4.69521
C 3.65296 -3.06840 3.30572
C -4.24119 -4.83529 1.52549
H 1.71168 4.14841 0.64645
H 4.86469 -4.06634 4.78959
H -1.30701 1.49014 -5.87896
H -2.08126 -0.71722 -4.01128
H -2.63466 3.47836 3.72334
H 5.59431 3.85720 -1.11411
H 2.25229 3.86056 3.14954
H -4.40279 2.02230 0.25943
H -1.39743 5.34123 4.80192
H 5.73930 -1.97943 5.48400
H -1.45091 3.68657 -5.52125
H -6.72670 0.86597 4.99375
H -1.41006 1.79824 2.38850
H -5.49739 3.04504 -1.68023
H 4.10762 2.70345 -4.93208
H -7.61970 0.29864 2.75152
H 0.67528 7.38400 -3.47329
H 0.68823 3.32119 -2.06404
H -1.36417 -5.07985 4.93017
H 6.47039 -1.76022 3.90371
H 0.77379 -3.93717 1.82854
H 4.61136 -3.00363 -3.52705
H -4.29572 -6.97758 1.35891
H 5.65812 -3.86031 3.23629
H 2.87420 -4.93708 2.58925
H 2.65840 4.31871 -5.70476
H -6.08015 -0.23158 0.90865
H 3.30419 2.09694 3.59144
H -0.26222 -2.96968 4.27527
H -4.27857 0.89016 5.36729
H -2.89067 1.09124 -5.26825
H 2.85327 -4.62748 0.04987
H 0.03068 5.69366 -1.76977
H 5.69189 1.46072 -0.47858
H -3.53367 -1.46431 -2.06554
H 5.14449 0.91051 4.69963
H -5.09195 -2.22336 -0.36751
H 2.24313 2.12573 -6.26129
H -5.77013 -4.53170 0.05324
H 1.69055 0.61224 -5.50596
H 3.84282 0.43309 0.75139
H -3.98545 -6.43561 4.24608
H -5.51979 -6.32598 2.43865
H -2.81872 -7.18114 3.16304
H 2.31488 1.28429 -2.08462
H -0.76052 -0.66417 -5.17923
H 1.99481 6.66499 -5.45170
H -1.59491 4.37353 -3.97168
H -2.73255 0.35785 3.50944
H 1.05552 5.51193 4.50204
H -5.66877 1.79551 -3.81742
H 3.99613 1.07874 -4.22557
H 0.61018 2.01317 -5.60997
H 3.56884 5.17750 -0.57306
H -4.66310 -0.46179 -3.98791
H 5.78671 -3.99145 -1.82481
H 4.10280 2.49762 -3.16831
```

Properties
Net charge ... -2
E ... -4557.20847 a.u.

Mulliken population analysis, charges in e, atoms 1 to 4:
1. Bi 0.18
2. S 1.32
3. P 1.69
4. P 1.19


Molecular formula: C68H97GeInNP3Si
Method: DFT, ωB97M-V with the def2-TZVPD basis set

Structure (XYZ):
```
172
C68H97GeInNP3Si (ωB97M-V with the def2-TZVPD basis set)
In -0.30257 0.01139 2.44243
Ge -2.46344 1.67242 -4.68789
P -2.53679 -0.42108 4.74292
P 0.95066 -2.41704 0.90754
P 2.51146 1.67350 0.30594
Si 2.18134 -0.21708 3.05704
N -1.03160 -0.30797 4.41540
C 0.61974 -6.68275 1.14109
C -0.29505 -5.59751 3.21052
C 1.16545 1.35034 -7.92576
C -4.40238 1.10219 6.47437
C -6.15693 -0.00453 -7.37546
C 0.18084 2.31097 -8.12639
C 4.13122 1.09459 -0.41080
C -4.19747 -2.33578 6.29353
C 5.04180 -3.18021 0.70845
C 1.70468 3.58436 -3.42854
C 3.73687 3.56291 2.04626
C -0.87318 2.43104 -7.22836
C 3.68029 -3.23908 0.46108
C 6.61267 1.16257 -0.76452
C -4.74820 -0.06621 -5.42484
C 0.60239 -4.43589 2.74916
C -4.00118 1.02841 -5.86489
C -1.78518 4.59269 -4.88029
C 4.27451 4.00956 3.24483
C -1.96469 -3.06098 5.43764
C -3.11383 1.17092 5.64963
C -0.85361 -2.43627 -1.18487
C -5.17593 -0.48719 3.57316
C 4.26916 3.16828 4.34570
C -0.99163 1.60166 -6.10853
C 4.65726 -1.37792 2.23987
C 3.94847 0.40286 -1.76560
C -4.12715 4.18482 -4.86765
C -2.09233 -1.47361 7.29778
C 3.00098 3.87707 -2.68655
C -3.54839 -2.19032 2.81134
C -1.24638 -1.90192 -2.55995
C 2.74730 4.24848 -1.22694
C 0.01958 0.65524 -5.92963
C -4.37593 1.59068 -7.08886
C -3.69098 -0.73496 3.27477
C -5.43276 1.08885 -7.83747
C -3.29951 0.16674 2.05307
C -3.31414 6.45333 -4.85007
C 2.43464 -0.94332 4.79034
C 0.61286 -2.09763 -0.88272
C 5.53393 -2.24427 1.60957
C -2.01424 5.96295 -4.86358
C 6.44099 0.48578 -2.12298
C 3.18260 2.28805 1.91897
C 1.08191 0.51949 -6.81720
C -5.81049 -0.58166 -6.16273
C 3.14599 1.43595 3.04106
C 3.70787 1.90403 4.23437
C -4.37194 5.55291 -4.85235
C -2.83002 3.66126 -4.88487
C -3.26227 2.29104 4.61002
C 0.87381 -5.34108 0.42372
C 0.38951 -4.14610 1.25921
C 5.37536 1.98424 -0.39615
C 1.13748 -2.15256 -3.33468
C -1.96019 1.62192 6.56318
C -2.02940 -0.20951 1.28696
C 0.87262 2.53535 -2.69875
C 1.85045 3.26287 -0.45523
C -0.58522 -6.58490 2.06979
C 0.56985 2.97941 -1.27298
C 2.78016 -2.38882 1.11677
C -2.77293 -1.87052 5.98062
C 5.19408 -0.39597 -2.14282
C -0.32782 -2.44386 -3.65201
C 1.53395 -2.67940 -1.95529
C 3.27419 -1.42327 2.01731
H 6.34991 1.25716 -2.89761
H -4.30869 0.43261 7.32916
H -0.59641 -2.01819 -4.62216
H -1.00727 1.48799 6.04937
H 0.48752 -7.48184 0.40703
H 1.49733 -6.95290 1.73842
H -0.02625 0.01031 -5.05922
H 1.99211 1.25772 -8.62154
H -0.03761 2.36525 -3.27740
H -5.69497 1.55102 -8.78397
H -1.92668 1.07623 7.50375
H 3.07360 -0.24907 -1.72297
H 1.46064 -3.77502 -1.94890
H 1.11316 4.50521 -3.50537
H 3.68423 1.26941 5.11279
H -6.98385 -0.39944 -7.95554
H -0.84832 -7.56540 2.47505
H 1.29977 -1.06916 -3.34961
H -1.45149 -6.24593 1.49358
H 3.69984 4.40740 -0.71735
H 5.05477 -0.63214 2.92302
H 0.18658 -6.12440 4.03982
H -6.36801 -1.43361 -5.78786
H 4.69469 5.00654 3.31237
H -2.28666 -2.15712 -2.77920
H 1.94033 -5.25541 0.21975
H -0.75866 4.23660 -4.89739
H 6.59870 -2.18193 1.80623
H 4.33843 0.28322 0.30437
H 4.68598 3.49715 5.29109
H 3.75050 4.23108 1.19521
H -4.00449 -2.26776 1.81968
H 2.57714 -2.42856 -1.75212
H -1.75137 -3.75629 6.25762
H -1.49228 -1.99995 -0.40851
H -4.82531 -1.53767 6.68942
H 5.27483 2.80222 -1.11209
H -3.83079 2.44965 -7.46699
H 0.39101 -3.54298 3.34311
H -2.09493 2.68231 6.80306
H 0.68890 -1.00065 -0.93000
H -2.00180 0.31378 0.32481
H 7.32855 -0.10531 -2.36823
H -3.39327 3.24056 5.14077
H -4.15221 -3.12574 7.05400
H 6.76966 0.39337 0.00113
H -1.23424 -5.19770 3.59893
H -0.69257 -4.03340 1.11025
H -1.19903 -0.80760 -2.54589
H -4.69485 -2.75619 5.42097
H -4.97214 3.50237 -4.87165
H -0.46291 -3.53116 -3.73134
H 1.91359 3.25840 -4.45172
H 5.06297 -0.84973 -3.12938
H -0.00929 3.91024 -1.32376
H 3.31699 -3.95007 -0.26716
H 7.50300 1.79911 -0.76656
H 1.40952 1.57887 -2.67979
H -4.11964 2.15911 3.95498
H -1.17490 6.65120 -4.86160
H -5.39370 5.91881 -4.84139
H -5.53633 -1.02051 4.45398
H -4.14464 0.03271 1.35573
H -1.10435 -1.05218 7.10631
H 1.78966 -2.57953 -4.10378
H 0.23925 2.97383 -8.98402
H 3.55128 4.68978 -3.17256
H -1.97238 -2.36917 7.91746
H -2.50465 -2.47488 2.69101
H 5.50292 2.43419 0.59139
H -5.40125 0.57197 3.69874
H -5.26471 0.78874 5.88676
H -2.68050 -0.75889 7.87208
H 3.64191 2.99734 -2.74259
H 1.84675 -0.22951 -6.63769
H -1.61382 3.20690 -7.39611
H -3.49989 7.52151 -4.83689
H -4.48886 -0.52651 -4.47586
H -4.62010 2.10137 6.87096
H 1.96792 -1.93152 4.81880
H 2.22822 5.21644 -1.22020
H 1.94322 -0.33725 5.55449
H 3.49551 -1.06171 5.03458
H 3.74903 1.13653 -2.55071
H 5.32121 -1.21666 -1.42568
H 1.65919 -4.67470 2.91294
H -2.36503 2.37102 3.99209
H -0.05614 2.24491 -0.76166
H -4.05846 -2.88815 3.47845
H -0.98026 -3.52819 -1.17266
H 1.53014 3.77352 0.46002
H 0.36434 -5.33212 -0.54329
H -5.75750 -0.83612 2.71341
H 5.71662 -3.85179 0.18987
H -3.36872 1.21262 2.36089
H -2.50283 -3.61090 4.66904
H -1.01963 -2.70565 5.02203
```

Properties
Net charge ... -2
E ... -6284.67807 a.u.

Mulliken population analysis, charges in e, atoms 1 to 4:
1. In 1.90
2. Ge 0.65
3. P 0.19
4. P -0.49


The records above yield HOMO-LUMO gap values of 5.42 4.56 eV, respectively.
The records above yield energy above the lowest of the compared OMol25 structures with the same formula, charge and spin values of 0.00 0.00 kJ/mol, respectively.